(1)
30
Properties=species:S:1:pos:R:3:mulliken_charge:R:1 method="wB97M-V/def2-TZVPD" homo_energy_ev="-20.05 / -22.08" total_charge=+4 spin_multiplicity=5
Lu -5.03868 2.26192 -1.89836 1.696
Rh -0.99716 0.52649 -0.26475 -0.016
Cl -3.72303 2.42171 -3.83586 -0.368
Cl -3.31844 1.32127 -0.38416 -0.188
C -0.71570 1.18711 1.37895 0.203
C -6.78574 3.37709 -3.36257 0.353
C -7.24649 3.38169 -1.47652 0.161
O -0.39279 1.62698 2.42078 -0.207
O -7.41218 3.93516 -4.16347 -0.009
O -8.29082 3.87500 -1.23406 -0.060
C 2.12366 1.06317 -0.75459 -1.353
P 0.95476 -0.25956 -0.27237 0.779
C 0.97850 -1.41148 -1.70063 -1.024
C 1.91217 -1.22013 1.01356 0.867
C 3.26073 -0.92374 1.30695 0.044
C 3.92335 -1.57924 2.34437 -0.578
C 3.27954 -2.57922 3.07307 -0.431
C 1.97672 -2.94997 2.71686 -0.580
C 1.31929 -2.29347 1.66949 -0.190
H 1.67264 1.59422 -1.60082 0.461
H 3.11449 0.66285 -0.99836 0.476
H 2.20110 1.74756 0.10103 0.495
H 1.99644 -1.76476 -1.90833 0.401
H 0.34419 -2.28017 -1.46300 0.421
H 0.55364 -0.88935 -2.57090 0.453
H 3.78590 -0.15796 0.73534 0.292
H 4.95300 -1.29067 2.57295 0.475
H 3.78023 -3.04647 3.91403 0.511
H 1.47431 -3.73530 3.25560 0.484
H 0.31639 -2.60074 1.38577 0.431

(2)
22
Properties=species:S:1:pos:R:3:mulliken_charge:R:1 method="wB97M-V/def2-TZVPD" homo_energy_ev="-11.63 / -15.08" total_charge=+1 spin_multiplicity=4 de_lowest_kj_mol=141.18
O 4.57248 -2.85761 0.49846 -0.173
C 3.66449 -2.24584 0.20094 0.168
Co -0.63957 0.35014 -0.12973 -0.195
C -1.75749 0.90067 1.07089 0.197
O -2.15869 1.07338 2.14402 -0.222
C -3.50534 2.12214 -1.61997 0.128
O -4.14623 2.51812 -2.47728 -0.140
C -1.13996 -1.24128 -0.83191 0.343
O -1.13741 -2.38866 -1.00298 -0.172
C 0.54818 1.66717 -0.43845 0.278
O 1.55826 2.23064 -0.32933 -0.199
H 0.53803 -0.20555 0.23376 0.800
C 2.44429 -0.35215 2.83868 -1.273
C 1.04971 -0.76565 2.47684 0.726
C 0.07769 -1.05878 3.49788 -0.941
O 0.77084 -1.06107 1.26990 -0.322
H 2.99944 -1.05849 3.37577 0.358
H 2.44409 0.64578 3.38911 0.377
H 2.92196 -0.03114 1.93370 0.368
H -0.80990 -0.44278 3.36765 0.196
H -0.15812 -2.10098 3.72375 0.313
H 0.53068 -0.72538 4.41495 0.383

(3)
46
Properties=species:S:1:pos:R:3:mulliken_charge:R:1 method="wB97M-V/def2-TZVPD" homo_energy_ev=-8.00 de_lowest_kj_mol=0.00
C -3.59550 1.19325 -4.15841 -1.237
C -2.36610 1.48261 -3.35763 -0.076
C -2.14340 0.95660 -2.11851 -0.210
C -0.72350 1.24386 -1.70594 0.365
N -0.09871 1.07654 -0.48746 0.009
C -0.57801 0.36621 0.65547 -0.220
C -1.85693 0.53568 1.17549 -0.963
C -2.29527 -0.42590 2.09799 1.440
C -3.72679 -0.37456 2.61803 -1.871
C -1.48818 -1.49735 2.47684 0.691
C -1.92061 -2.69254 3.17954 -0.328
N -2.23258 -3.60778 3.84455 -0.568
C -0.14766 -1.49488 2.03542 -0.222
N 0.74620 -2.57673 2.14627 -0.232
C 2.20268 -2.34475 2.18499 -0.558
C 2.76198 -2.25408 0.83768 -0.670
O 3.89177 -1.29282 0.80639 -0.524
C 3.37112 -0.12486 0.26533 0.502
C 3.06765 -0.12385 -1.04775 0.245
C 2.71095 1.04840 -1.69750 -0.859
C 2.73471 2.34204 -1.06750 -0.411
C 3.01483 2.29593 0.26328 -0.389
C 3.35386 1.11067 0.96550 0.305
F 3.64395 1.18954 2.31261 -0.347
N 0.30096 -0.49435 1.18819 0.004
N -0.20409 1.87192 -2.72921 -0.545
N -1.12835 2.02159 -3.69936 -0.121
H -4.05593 0.26623 -3.83050 0.302
H -3.35700 1.13494 -5.21236 0.360
H -4.41592 1.92682 -4.10812 0.274
H -2.79973 0.44405 -1.49065 0.590
H 0.94643 1.04819 -0.61856 -0.171
H -2.37143 1.38982 0.82382 0.623
H -3.96731 0.64717 2.57854 0.464
H -4.42362 -0.92917 1.97705 0.293
H -3.79509 -0.84528 3.54872 0.485
H 0.39071 -3.25678 2.86592 0.333
H 2.36256 -1.42922 2.75508 0.282
H 2.58395 -3.22796 2.74085 0.373
H 2.04997 -2.05793 0.09620 0.413
H 3.22319 -3.20729 0.61646 0.402
H 3.08393 -1.07373 -1.73488 0.304
H 2.34567 0.95608 -2.76558 0.265
H 2.64282 3.37712 -1.38675 0.347
H 3.13950 3.13323 0.82283 0.588
H -0.87771 2.27332 -4.66235 0.262

(4)
16
Properties=species:S:1:pos:R:3:mulliken_charge:R:1 method="wB97M-V/def2-TZVPD" homo_energy_ev="-13.95 / -12.77" total_charge=+1 de_lowest_kj_mol=601.62
C 0.52939 -1.54639 -0.57053 0.018
C 0.17436 0.18253 0.71135 0.044
C 2.31101 1.28628 0.42555 -0.598
N 1.70097 -0.89150 -0.44223 -0.739
N 1.44807 0.16028 0.32408 0.576
N -0.40213 -0.82488 0.10669 0.788
N -1.64243 -1.14593 0.37824 -1.240
N -3.09719 0.42285 -0.60548 0.967
O -3.71806 -0.24509 -1.29358 -0.358
O -2.75721 1.43924 -0.20948 -0.359
H 0.35110 -2.28407 -1.37984 0.348
H -0.31719 0.81274 1.38835 0.415
H 1.71879 1.94996 1.10414 0.241
H 3.37197 1.01662 0.80004 0.265
H 2.35198 1.61270 -0.60164 0.330
H -2.02342 -1.94536 -0.13566 0.300

(5)
11
Properties=species:S:1:pos:R:3:mulliken_charge:R:1 method="wB97M-V/def2-TZVPD" homo_energy_ev=-8.89 de_lowest_kj_mol=268.75
O 1.24164 2.39783 0.62378 -0.363
C 0.31260 1.73496 0.87955 0.928
C -0.71353 0.95606 1.18542 -0.727
O -1.63553 0.57757 0.22792 -0.472
H -0.87235 0.69472 2.22756 0.269
H -1.29320 -0.23569 -0.18539 0.377
C 0.24436 -1.62216 -0.83300 -1.295
C 1.03005 -0.62638 -1.19742 0.932
O 1.69980 0.26809 -1.51703 -0.327
H 0.33142 -2.01374 0.17322 0.341
H -0.34527 -2.13125 -1.58459 0.336

(6)
33
Properties=species:S:1:pos:R:3:mulliken_charge:R:1 method="wB97M-V/def2-TZVPD" homo_energy_ev=-10.58 de_lowest_kj_mol=250.31
O 3.63333 3.18664 1.32479 -0.634
H 4.55633 2.91664 1.42079 0.301
H 3.30233 2.42564 0.84179 0.423
O 2.66333 1.02064 0.21979 -0.804
H 2.61433 0.64064 -0.66121 0.300
H 2.94133 0.27064 0.79279 0.349
O 1.66633 -1.52936 1.38479 -0.704
H 1.89333 -0.89836 2.13979 0.301
H 0.92133 -1.13236 0.93579 0.458
O -1.52067 -0.30036 2.93579 -0.609
H -1.25167 0.04764 2.08679 0.265
H -1.28967 0.48064 3.43579 0.296
O 0.05133 0.39364 0.40579 -0.555
H -0.20167 0.18064 -0.50021 0.319
H 0.95733 0.66664 0.38479 0.408
O -0.97867 -2.59636 1.15179 -0.567
H -1.53467 -1.98136 0.61579 0.276
H -1.34567 -2.44336 2.02579 0.304
O -0.84667 0.13464 -2.05921 -0.778
H -1.78767 0.37864 -2.18121 0.337
H -0.50367 -0.07036 -2.97521 0.278
O 0.77133 -2.88436 -1.24321 -0.618
H 0.66033 -2.61936 -0.34921 0.304
H 1.39433 -2.28936 -1.66421 0.283
O -2.43467 -2.38536 -1.38021 -0.585
H -3.06667 -2.70136 -2.01521 0.290
H -1.89167 -1.70236 -1.70821 0.325
O -2.35667 1.48664 0.72379 -0.631
H -1.49167 1.43964 0.32279 0.311
H -2.38267 2.25164 1.20479 0.286
O -0.78267 2.80364 -2.39321 -0.598
H -1.64967 2.95564 -2.71521 0.280
H -0.70967 1.85364 -2.50821 0.387

(7)
22
Properties=species:S:1:pos:R:3:mulliken_charge:R:1 method="wB97M-V/def2-TZVPD" homo_energy_ev=-8.83 de_lowest_kj_mol=366.77
C -0.03943 -2.27380 1.17979 -1.303
C 0.09653 -1.37508 -0.01494 -0.359
C -0.11402 0.13965 0.47392 -0.233
C 1.15265 0.83875 1.15552 -0.656
N 1.54274 0.19330 2.47211 -0.673
N -0.30756 1.04066 -0.69273 -0.415
C -1.39398 0.64336 -1.64391 -0.176
O -1.04989 1.07038 -2.92011 -0.570
H -0.44101 -3.27666 0.84090 0.338
H 0.96095 -2.52188 1.57491 0.254
H -0.66523 -1.86077 2.08022 0.314
H 1.04036 -1.56163 -0.50586 0.379
H -0.51633 -1.56147 -0.78694 0.403
H -0.97551 0.18508 1.13430 0.384
H 0.87344 1.91674 1.43853 0.299
H 2.03484 0.71472 0.54011 0.342
H 2.52099 -0.30876 2.43610 0.282
H 0.82155 -0.59512 2.68334 0.279
H 0.68993 1.03357 -1.32715 0.332
H -1.30840 -0.42987 -1.78618 0.170
H -2.37860 1.13184 -1.35256 0.282
H -1.11462 2.09615 -2.96676 0.328